Formula: C18H17N3O
Source: the OMol25 dataset
Level of theory: ωB97M-V/def2-TZVPD

Summary:
Energy above the lowest of the compared OMol25 structures with the same formula, charge and spin (kcal per mole): 27.10
Kohn-Sham gap (eV): 8.362
Structure (SMILES): [H]/N=c1\n(CC=C)c2ccccc2n1CC(=O)c1ccccc1
Lowest unoccupied orbital energy (Eh): 0.02453

Geometry as ORCA input:
```
! wB97M-V def2-TZVPD RIJCOSX def2/J DEFGRID3
* xyz 0 1
H -3.758 -1.575 -0.065
H -3.986 2.099 -2.245
C -3.348 -0.608 -0.307
C -1.454 -2.046 1.751
H -0.972 -4.133 1.348
H 0.646 1.073 -1.775
H -0.987 -2.038 2.744
H 2.981 -2.390 -2.615
N -1.317 -0.738 1.176
C 3.240 -0.236 -0.028
C -2.276 1.927 -0.980
H 1.152 -0.844 -3.201
C -3.987 0.231 -1.212
C 1.444 0.402 -1.491
H 0.245 -3.795 -0.743
C -0.235 0.108 1.375
H 4.328 -1.989 -0.585
H 0.933 -0.872 2.575
C 1.931 1.760 0.585
C -0.838 -3.145 0.928
C 2.765 -1.544 -1.979
H 0.396 2.931 1.499
C -3.464 1.472 -1.540
C 2.191 0.627 -0.337
O 2.802 2.289 1.230
C -0.180 -2.969 -0.201
C 0.497 2.303 0.605
C 3.520 -1.319 -0.838
H -0.030 -1.993 -0.633
H -4.909 -0.093 -1.668
N -0.460 1.235 0.619
H -1.877 2.895 -1.240
H 0.339 2.923 -0.281
N 0.819 -0.003 2.072
C -1.634 1.097 -0.083
C -2.170 -0.161 0.256
H 3.811 -0.043 0.867
H -2.520 -2.253 1.895
C 1.735 -0.677 -2.306
*
```

Results of the Mulliken charge analysis, in e, for atoms 1 through 4:
1 H 0.36
2 H 0.38
3 C -0.98
4 C -1.44

=====

Formula: C5H11AuO3
Source: the OMol25 dataset
Level of theory: ωB97M-V/def2-TZVPD

Summary:
Energy above the lowest of the compared OMol25 structures with the same formula, charge and spin (kcal per mole): 0.00
Kohn-Sham gap (alpha / beta) (eV): 8.236 / 5.235
Lowest unoccupied orbital energy (alpha / beta) (Eh): -0.11165 / -0.29924

Geometry as ORCA input:
```
! wB97M-V def2-TZVPD RIJCOSX def2/J DEFGRID3
* xyz 1 4
C -1.335 0.686 -0.478
H 0.489 1.591 -1.224
C 2.007 -3.089 -0.476
C 0.109 0.595 -0.956
O 0.994 0.114 0.016
H 1.407 -3.838 0.086
Au -0.486 0.047 2.086
C 0.662 -1.165 0.620
O -1.402 1.280 0.812
H 1.688 -2.933 -1.529
H 1.514 -1.493 1.238
H -1.795 -0.305 -0.375
H 0.119 -0.045 -1.858
H 0.059 -1.782 -0.076
H -2.003 3.129 0.098
O 3.142 -2.777 -0.101
H -1.617 3.021 1.850
H -0.294 3.022 0.635
H -1.933 1.246 -1.213
C -1.323 2.697 0.845
*
```

Results of the Mulliken charge analysis, in e, for atoms 1 through 4:
1 C -0.45
2 H 0.37
3 C -0.11
4 C -0.35

=====

Formula: C42H114Br18N18O6P6
Source: the OMol25 dataset
Level of theory: ωB97M-V/def2-TZVPD

Summary:
Kohn-Sham gap (eV): 7.165
Lowest unoccupied orbital energy (Eh): -0.03050

Geometry as ORCA input:
```
! wB97M-V def2-TZVPD RIJCOSX def2/J DEFGRID3
* xyz 0 1
H 3.635 -1.737 6.495
H -4.639 -2.821 -5.155
C -4.577 5.687 0.510
H 2.501 4.740 5.324
Br -3.800 2.813 -8.481
Br -4.386 5.078 -1.399
Br 2.368 3.428 -4.973
C -2.282 -3.562 -3.624
H -0.556 1.559 -2.797
H -0.272 -1.290 6.373
H 5.451 -0.454 -6.179
C 3.397 -0.361 8.584
H 1.202 -7.604 -0.533
C 3.257 -3.709 -2.750
C -2.716 -7.421 -1.294
H 2.432 -4.464 -5.931
H 1.370 3.753 4.270
Br 3.459 0.824 2.494
C 1.705 8.769 4.233
N 1.938 2.360 8.049
H -2.828 -9.643 0.188
H 4.418 0.017 8.541
H -4.741 6.763 0.550
H 0.806 -1.587 -3.487
P -1.033 0.410 -0.077
H -2.466 -0.963 -7.935
H 1.818 1.772 0.121
H -2.401 2.727 0.874
H 1.573 9.762 1.700
H -7.039 3.142 -1.269
N -1.535 -3.801 -4.861
C 1.686 6.240 0.564
H 0.931 9.508 4.027
Br 3.539 -1.139 0.132
C -2.818 -4.327 0.437
H 2.921 8.825 1.053
H 5.800 -3.302 -5.056
H 5.618 0.761 -4.854
C 0.570 -6.941 -1.125
N -1.579 0.921 1.506
C 2.514 9.276 1.958
H 4.701 -4.684 -4.916
Br -9.198 3.088 0.143
Br -8.555 2.069 -2.835
H -0.197 5.874 4.384
Br -0.780 2.584 -7.528
N 0.167 0.311 7.621
H 5.771 -1.813 -2.355
C 5.276 -0.938 -2.777
C 0.843 3.281 8.349
Br 3.940 5.817 -3.394
H -1.485 3.299 5.815
H -2.329 2.545 -1.752
H -1.228 -0.811 -4.262
H -3.631 1.635 -2.462
H 1.283 3.291 -0.224
C -0.014 -0.088 9.019
C -4.687 -3.752 -5.720
H 0.255 -1.144 9.001
C -3.105 1.814 -1.524
H -1.616 0.300 -5.606
C -7.806 2.408 -1.024
H 3.393 3.825 7.509
H -2.605 -5.924 3.290
H 0.966 0.904 -2.202
C 0.314 5.859 3.421
H -0.191 -5.256 -5.765
O 2.499 -0.608 -5.298
H -2.640 -0.047 3.033
H 1.115 7.124 0.849
H -3.792 -7.541 -1.420
H 1.812 6.342 -0.514
C -3.099 -0.840 -7.056
H 2.624 9.233 4.592
Br -2.374 5.534 6.901
H -2.754 -4.128 3.083
Br -3.248 2.523 -5.295
H 4.872 5.916 0.354
N 2.959 6.178 1.289
H -2.738 -2.585 -3.465
Br 3.897 2.669 -2.230
N -2.448 0.533 -1.039
H -4.111 -8.540 0.817
H 0.635 2.506 1.233
H 2.234 -1.166 5.627
H -3.727 2.068 -0.667
H -0.032 -7.590 -1.761
H -2.598 -4.626 -0.588
C 2.919 4.133 -3.193
C 0.370 -4.708 -0.234
H 6.804 -0.509 -5.217
H 1.874 -1.050 -2.150
H -1.143 -0.929 2.437
H -2.875 -5.019 -8.199
Br 1.977 -2.050 2.781
C 3.131 -0.835 6.149
H -4.353 -0.314 -1.224
N 1.758 5.634 3.522
H -2.960 -1.195 -2.028
H -2.509 4.283 -6.901
H 1.062 -4.633 0.605
H -1.674 2.895 2.447
H 3.975 2.125 7.815
C 0.901 2.357 0.186
C 1.472 -1.909 -2.687
C -2.569 3.200 -7.009
H 2.710 0.032 9.334
H -1.061 0.001 9.308
P -1.182 -6.667 0.922
H 2.895 -4.575 -3.304
H 0.076 6.761 2.858
H 1.839 -2.930 -6.472
N 2.790 -0.014 7.248
H -3.044 -4.339 -3.571
O -1.072 -3.312 -7.540
H 3.102 4.047 3.911
H -2.208 -8.087 -1.991
H 3.829 -0.322 5.487
Br -3.608 3.499 4.568
N -0.091 1.703 -0.653
C -0.727 -0.326 6.600
H 5.918 -0.063 -2.677
C -2.445 3.707 6.132
H -4.109 -1.242 -7.142
H -3.891 -4.168 0.542
H -4.666 -5.172 -8.067
H 0.902 -2.680 -2.168
H 1.951 4.425 -2.786
H 1.525 -0.126 1.191
H 3.310 -1.446 8.642
C 5.740 -0.284 -5.142
H 0.860 2.579 -2.364
N 4.957 -1.113 -4.190
H -4.567 -4.534 -4.970
H 3.137 10.061 2.386
H -1.612 -0.527 7.203
H -0.076 5.036 2.822
H 2.950 -3.815 -7.513
H 0.610 3.848 7.448
P 2.988 6.649 2.954
Br -6.754 0.969 -0.215
N -0.214 -5.987 -0.302
P 1.526 1.112 6.978
H 0.497 0.515 9.769
N 2.252 8.202 2.984
C -0.778 -5.032 -4.874
C -2.232 -5.036 2.780
H 1.238 3.987 9.079
H -2.458 -6.418 -1.634
C 0.251 1.719 -2.083
H -0.860 0.173 5.640
H 4.357 -0.660 -2.262
C -1.320 -0.715 -5.344
H 1.307 8.071 4.969
C 3.315 2.933 8.132
C -2.232 2.204 1.815
C 4.043 5.323 0.742
C 2.724 -3.567 -6.476
H -0.014 2.760 8.776
O -0.435 -0.897 -0.115
H -5.694 -3.884 -6.115
H -1.028 0.511 3.435
O 4.309 6.539 3.638
C 2.185 4.475 4.315
N -2.359 -1.544 -5.983
H 0.827 -4.373 -1.165
H -3.204 2.083 2.292
O -0.419 -7.336 2.016
C 4.993 -3.845 -5.547
N -2.234 -5.362 1.346
H -1.390 -5.929 -4.788
N -2.373 -7.631 0.127
H 4.341 -3.776 -2.841
H -0.323 -3.946 0.123
H -3.209 -1.272 -0.262
N -3.606 -3.861 -6.729
O 1.438 1.479 5.562
C -3.045 -8.763 0.793
N 2.715 -2.466 -3.317
H -3.158 0.235 -6.887
H -2.394 -3.355 0.689
P -2.044 -3.137 -6.405
P 3.405 -1.633 -4.727
H 4.420 4.684 1.541
H -0.141 -5.039 -3.989
Br -2.879 5.448 1.521
H 3.586 4.626 0.040
H -1.668 -3.728 -2.738
H 5.319 -4.322 -6.472
C -3.320 -0.654 -1.153
H -1.253 -4.808 3.199
C 2.446 -0.560 1.581
C -3.728 -5.068 -7.522
H -2.550 -8.820 1.763
N 3.824 -2.956 -5.768
H 3.029 -3.846 -1.693
Br -2.985 2.441 7.585
H -0.375 -0.667 -5.885
H 3.608 3.108 9.167
H 1.106 5.323 0.675
C -1.619 0.026 2.658
H 1.171 -6.386 -1.844
Br -6.002 4.792 1.402
H -3.633 -6.001 -6.967
*
```

Results of the Mulliken charge analysis, in e, for atoms 1 through 4:
1 H 0.35
2 H 0.24
3 C -0.46
4 H 0.47